Model 1:
DFT (the ωB97M-V functional and the def2-TZVPD basis) results for an isolated ion of composition C2H5N2S3 and charge +1.

Last column: natural (NBO) charge in e.
CARTESIAN COORDINATES (ANGSTROEM)
C  -0.12668  1.14664  -0.84290  0.185
C  -0.38163  -0.59239  0.84724  -0.013
N  -0.25081  -0.14584  -0.36938  -0.468
N  0.08224  2.25413  -0.15389  -0.557
S  0.64894  2.51659  1.38045  0.040
S  -0.42725  -2.27468  1.11968  0.246
S  -0.63388  -1.30126  -1.67990  0.229
H  -0.34804  1.08045  -1.84725  0.223
H  -0.47324  -0.00213  1.76124  0.293
H  0.21553  3.04559  -0.79372  0.443
H  -0.49554  -2.23891  2.48504  0.174
H  0.75510  -1.67254  -2.10864  0.205

Summary:
- Charge: +1
- Orbital gap (alpha / beta): 6.50 / 6.88 eV

=====

Model 2:
DFT (the ωB97M-V functional and the def2-TZVPD basis) results for a 2-piece molecular cluster, C2H5N2S3 overall.

Last column: natural (NBO) charge in e.
CARTESIAN COORDINATES (ANGSTROEM)
C  -0.80889  -0.98266  0.34114  0.297
C  -1.38402  0.95936  1.00924  -0.036
N  -0.71726  -0.07090  1.29777  -0.438
N  -1.79918  -0.81180  -0.58788  -0.687
S  -2.38342  0.81002  -0.43322  0.611
S  1.76502  1.65127  0.05162  -0.058
S  1.41051  -0.28686  -0.50591  -0.031
H  -0.25798  -1.86179  0.44814  0.248
H  -1.54729  1.87920  1.66390  0.279
H  -1.94507  -1.48176  -1.37336  0.475
H  2.62761  1.11903  1.01827  0.184
H  0.96801  -0.15051  -1.76648  0.156

Summary:
- Charge: +1
- Orbital gap (alpha / beta): 7.94 / 7.94 eV

=====

Least stable: model 1

=====

Model 1:
DFT (the ωB97M-V functional and the def2-TZVPD basis) results for C3H6O3 in the gas phase.

Last column: natural (NBO) charge in e.
CARTESIAN COORDINATES (ANGSTROEM)
C  -0.53264  -0.42268  1.16530  -0.078
C  0.43540  -0.12925  0.02024  -0.033
C  0.69243  1.38542  -0.18024  0.428
H  -0.09465  -2.37538  1.32020  0.464
H  -1.41336  0.18371  0.90140  0.194
H  -0.08217  -0.12508  2.12974  0.168
H  1.44781  -0.58605  0.25085  0.167
H  0.02297  0.12524  -1.75877  0.482
H  1.02885  1.98231  0.73093  0.119
O  -0.91763  -1.84567  1.17342  -0.702
O  -0.18528  -0.58305  -1.12843  -0.691
O  0.54284  1.90300  -1.24575  -0.518

Summary:
- Charge: 0
- Orbital gap: 11.14 eV

=====

Model 2:
DFT (the ωB97M-V functional and the def2-TZVPD basis) results for a 2-piece molecular cluster, C3H6O3 overall.

Last column: natural (NBO) charge in e.
CARTESIAN COORDINATES (ANGSTROEM)
C  -0.59597  0.18625  0.24384  0.798
C  -2.07769  -0.01519  -0.01273  -0.737
C  2.25643  -0.51909  -0.15846  0.300
O  -0.06566  1.36136  -0.02567  -0.690
O  2.64603  0.45099  0.42581  -0.573
O  0.04936  -0.70862  0.68727  -0.607
H  -2.57921  -0.89579  0.50084  0.248
H  -2.74548  0.86350  0.31073  0.240
H  -2.24374  -0.22561  -1.14850  0.244
H  2.68185  -1.49138  0.18802  0.137
H  1.74252  -0.36371  -1.08097  0.118
H  0.93159  1.35730  0.06984  0.523

Summary:
- Charge: 0
- Orbital gap: 11.06 eV

=====

Least stable: model 1